Entry 1:
C14H16AlNO8Se | ωB97M-V/def2-TZVPD

Each line ends with the natural charge from an NBO analysis.
Positions of all 41 atoms, in Å:
1 Al 0.323 -0.392 -1.092  2.05
2 O 4.183 -1.461 -1.717  -0.61
3 C 3.091 -0.794 -1.465  0.85
4 O 2.063 -1.331 -1.068  -0.66
5 C 3.192 0.699 -1.614  -0.19
6 O 1.898 1.252 -1.542  -0.57
7 C 1.352 1.646 -2.865  0.13
8 C 1.120 0.287 -3.544  0.76
9 O 1.952 -0.163 -4.299  -0.63
10 O 0.282 -0.488 -2.838  -0.95
11 H 4.019 -2.411 -1.598  0.52
12 H 3.700 0.946 -2.546  0.25
13 H 3.785 1.069 -0.773  0.24
14 H 2.102 2.193 -3.438  0.21
15 H 0.341 2.873 -1.559  0.39
16 Se -0.919 1.783 -4.762  -0.28
17 C -0.887 2.730 -3.184  -0.24
18 N 0.222 2.442 -2.467  -0.70
19 C -2.468 1.270 0.782  -0.64
20 C -2.499 1.274 -0.723  -0.07
21 O -1.509 0.355 -1.283  -0.81
22 H -3.240 1.954 1.136  0.23
23 H -1.510 1.615 1.168  0.22
24 H -2.684 0.282 1.194  0.21
25 H -2.296 2.257 -1.150  0.23
26 H -3.465 0.926 -1.090  0.19
27 H -1.552 0.456 -2.258  0.56
28 O -0.358 -1.757 0.036  -0.74
29 C -0.140 -0.981 1.022  0.77
30 O 0.427 0.129 0.727  -0.78
31 C -0.519 -1.327 2.397  -0.13
32 C -1.107 -2.561 2.656  -0.16
33 C -1.482 -2.879 3.950  -0.22
34 C -1.271 -1.965 4.975  -0.17
35 C -0.685 -0.733 4.714  -0.22
36 C -0.306 -0.411 3.422  -0.16
37 H -1.268 -3.252 1.839  0.24
38 H -1.940 -3.835 4.162  0.22
39 H -1.568 -2.214 5.985  0.22
40 H -0.527 -0.026 5.517  0.22
41 H 0.150 0.543 3.194  0.23

The value obtained for the HOMO energy is -5.884 eV. For the frontier orbital gap, the calculation gives 5.37 eV. For the LUMO energy, the calculation gives -0.51 eV. As for the net charge: 0. As for the multiplicity: 1. For the energy above the lowest of the compared OMol25 structures with the same formula, charge and spin, the calculation gives 72.1 kcal per mole.

Entry 2:
C14H16Br15F7N3O3S | ωB97M-V/def2-TZVPD

Each line ends with the natural charge from an NBO analysis.
Positions of all 59 atoms, in Å:
1 C -1.933 0.459 -1.049  -0.46
2 N -1.386 1.590 -0.204  -0.38
3 C -2.352 2.739 -0.082  0.11
4 N -2.427 3.424 -1.371  -0.82
5 C -1.618 3.580 0.968  -0.42
6 C -1.225 2.521 1.991  -0.45
7 C -0.818 1.271 1.177  0.08
8 N 0.622 1.280 0.996  -0.63
9 C 1.193 0.341 0.419  0.91
10 O 1.757 -0.440 -0.198  -0.39
11 S -1.536 -0.229 1.951  2.05
12 O -2.952 0.016 1.885  -0.90
13 O -1.097 -1.459 1.361  -0.88
14 C -1.146 -0.285 3.810  0.46
15 F -2.084 -1.137 4.212  -0.27
16 F -1.389 0.895 4.379  -0.29
17 C 0.226 -0.872 4.267  0.55
18 F 0.094 -1.064 5.585  -0.27
19 F 0.417 -2.059 3.696  -0.27
20 C 1.491 0.030 4.039  0.92
21 F 1.147 1.292 3.788  -0.31
22 F 2.257 0.027 5.113  -0.28
23 F 2.211 -0.463 3.036  -0.30
24 H -1.276 -0.404 -1.073  0.26
25 H -2.031 0.843 -2.066  0.25
26 H -2.937 0.207 -0.715  0.26
27 H -0.675 1.995 -0.816  0.45
28 H -3.360 2.438 0.199  0.24
29 H -1.488 3.647 -1.703  0.35
30 H -2.834 4.338 -1.188  0.39
31 H -2.226 4.350 1.441  0.26
32 H -0.712 4.015 0.534  0.22
33 H -2.192 2.248 2.434  0.24
34 H -0.585 2.763 2.831  0.28
35 C 2.694 -2.070 9.258  -0.50
36 Br 4.524 -2.409 9.722  0.11
37 Br 2.554 -0.911 7.727  0.07
38 Br 1.712 -3.699 8.983  0.10
39 H 2.238 -1.558 10.093  0.23
40 C -3.496 -3.075 -2.559  -0.51
41 Br -4.409 -4.734 -2.317  0.13
42 Br -4.705 -1.635 -2.979  0.08
43 Br -2.402 -2.626 -1.034  0.08
44 H -2.836 -3.193 -3.407  0.23
45 C 4.200 0.622 -3.269  -0.50
46 Br 5.793 -0.227 -3.901  0.13
47 Br 4.122 0.651 -1.343  0.08
48 Br 3.981 2.392 -4.000  0.08
49 H 3.361 0.033 -3.611  0.22
50 C 6.573 2.862 -6.987  -0.51
51 Br 8.026 3.268 -5.797  0.09
52 Br 6.312 4.247 -8.294  0.10
53 Br 6.790 1.139 -7.809  0.09
54 H 5.677 2.814 -6.387  0.22
55 C -3.947 -5.981 -6.472  -0.50
56 Br -5.445 -4.780 -6.395  0.10
57 Br -2.380 -5.192 -5.677  0.07
58 Br -4.352 -7.680 -5.679  0.11
59 H -3.721 -6.152 -7.514  0.23

The value obtained for the HOMO energy is -11.572 eV. For the frontier orbital gap, the calculation gives 8.32 eV. For the LUMO energy, the calculation gives -3.25 eV. As for the net charge: +1. As for the multiplicity: 1.

Entry 3:
C14H16Cl4O10 | ωB97M-V/def2-TZVPD

Each line ends with the natural charge from an NBO analysis.
Positions of all 44 atoms, in Å:
1 C -5.362 -3.359 -1.276  -0.09
2 C -4.156 -2.781 -1.254  0.36
3 C -3.893 -1.452 -0.725  0.44
4 O -2.856 -0.882 -0.701  -0.43
5 C -5.101 -0.846 -0.099  -0.22
6 C -6.299 -1.430 -0.087  0.33
7 C -6.555 -2.695 -0.764  0.40
8 O -7.674 -3.130 -1.022  -0.41
9 O -7.310 -0.973 0.700  -0.57
10 O -3.070 -3.389 -1.887  -0.51
11 H -5.550 -4.258 -1.845  0.28
12 H -4.976 0.106 0.395  0.28
13 H -8.133 -1.456 0.595  0.53
14 H -2.332 -2.776 -1.922  0.54
15 C 5.418 3.602 1.334  -0.37
16 C 4.400 3.210 0.587  0.30
17 C 3.725 4.012 -0.456  0.46
18 O 2.682 3.773 -1.111  -0.53
19 C 4.427 5.259 -0.663  -0.37
20 C 5.446 5.656 0.130  0.30
21 C 6.027 4.891 1.242  0.47
22 O 6.770 5.370 2.076  -0.49
23 O 6.131 6.817 -0.153  -0.62
24 O 3.907 1.977 0.693  -0.66
25 H 5.850 2.807 1.924  0.24
26 H 4.172 5.748 -1.591  0.25
27 H 6.914 6.775 0.402  0.50
28 H 3.292 1.834 -0.030  0.51
29 O 3.652 -0.172 3.229  -0.94
30 H 4.341 0.335 3.657  0.47
31 H 3.523 0.262 2.386  0.47
32 O -1.085 -1.847 -2.577  -0.97
33 H -0.435 -1.945 -3.273  0.51
34 H -0.928 -0.971 -2.223  0.50
35 C -1.818 -5.017 0.865  -0.41
36 Cl -3.541 -4.994 1.253  -0.02
37 Cl -0.905 -3.590 1.352  -0.02
38 H -1.397 -5.853 1.424  0.25
39 H -1.633 -5.064 -0.208  0.23
40 C 0.810 -0.798 0.093  -0.38
41 Cl 1.663 -1.387 -1.390  -0.05
42 Cl 0.781 1.000 -0.106  -0.03
43 H -0.140 -1.316 -0.043  0.22
44 H 1.218 -1.053 1.071  0.24

The value obtained for the HOMO energy (alpha / beta) is -11.177 / -11.177 eV. For the frontier orbital gap (alpha / beta), the calculation gives 4.68 / 2.28 eV. For the LUMO energy (alpha / beta), the calculation gives -6.49 / -8.90 eV. As for the net charge: +1. As for the multiplicity: 2.

Entry 4:
C14H16Cl5RuS4 | ωB97M-V/def2-TZVPD

Each line ends with the natural charge from an NBO analysis.
Positions of all 40 atoms, in Å:
1 Ru 0.130 0.014 0.140  -0.02
2 C -2.698 0.935 1.818  -0.54
3 C -2.579 -0.499 2.302  -0.53
4 S -1.694 -1.388 0.990  0.39
5 C -0.951 -2.874 1.704  -0.53
6 C -0.021 -3.411 0.627  -0.54
7 S 1.100 -2.169 -0.126  0.56
8 C 2.533 -2.131 0.996  -0.55
9 C 2.245 -1.447 2.320  -0.54
10 S 1.636 0.230 1.958  0.56
11 C 0.566 0.635 3.363  -0.54
12 C -0.234 1.863 2.954  -0.55
13 S -1.101 1.682 1.353  0.56
14 H -3.146 1.590 2.567  0.29
15 H -3.311 1.006 0.917  0.27
16 H -3.571 -0.940 2.408  0.29
17 H -2.056 -0.586 3.253  0.24
18 H -1.738 -3.604 1.901  0.29
19 H -0.446 -2.640 2.639  0.23
20 H -0.586 -3.808 -0.217  0.28
21 H 0.619 -4.213 0.997  0.29
22 H 3.310 -1.608 0.436  0.27
23 H 2.868 -3.161 1.128  0.29
24 H 3.157 -1.347 2.910  0.29
25 H 1.510 -1.989 2.913  0.24
26 H 1.203 0.866 4.219  0.29
27 H -0.062 -0.218 3.611  0.23
28 H 0.415 2.730 2.828  0.28
29 H -0.990 2.128 3.693  0.29
30 Cl 3.615 1.721 -0.110  0.19
31 C 2.427 1.755 -1.314  -0.06
32 C 1.174 1.048 -1.118  0.01
33 C 0.310 1.072 -2.273  -0.07
34 Cl -1.129 0.121 -1.989  0.23
35 C 0.503 1.718 -3.446  -0.13
36 Cl -0.608 1.680 -4.717  0.20
37 C 1.738 2.460 -3.546  0.10
38 Cl 2.046 3.304 -4.931  0.37
39 C 2.687 2.461 -2.474  -0.13
40 Cl 4.130 3.326 -2.675  0.20

The value obtained for the HOMO energy (alpha / beta) is -18.420 / -18.416 eV. For the frontier orbital gap (alpha / beta), the calculation gives 5.40 / 5.39 eV. For the LUMO energy (alpha / beta), the calculation gives -13.02 / -13.02 eV. As for the net charge: +3. As for the multiplicity: 1. For the energy above the lowest of the compared OMol25 structures with the same formula, charge and spin, the calculation gives 0.0 kcal per mole.

Question: Look up the net charge of the first one.
Answer: 0

Question: What is the formula in the second record?
Answer: C14H16Br15F7N3O3S

Question: Among the records above, which one has the highest multiplicity?
Answer: C14H16Cl4O10

Question: What is the multiplicity in the fourth record?
Answer: 1